# 1
Molecular formula: C21H34BrN6OPtSSe
Method: DFT, ωB97M-V/def2-TZVPD

Geometry (Å):
Pt (0.04, -0.11, 0.40)
N (-4.73, -0.11, -1.17)
C (-4.59, -1.53, -1.59)
C (-3.27, -1.78, -2.32)
C (-1.98, -1.78, -1.48)
N (-1.41, -0.41, -1.25)
C (-2.20, -2.63, -0.21)
C (-3.48, -2.30, 0.57)
N (-3.46, -0.90, 1.15)
C (-4.69, -2.43, -0.35)
H (-4.56, 0.51, -1.96)
H (-3.90, -0.27, 0.40)
H (-5.69, 0.07, -0.89)
H (-5.40, -1.79, -2.27)
H (-3.17, -1.07, -3.15)
H (-3.36, -2.77, -2.78)
H (-1.22, -2.29, -2.07)
H (-2.13, 0.30, -1.13)
H (-0.89, -0.14, -2.08)
H (-1.32, -2.57, 0.42)
H (-2.30, -3.66, -0.53)
H (-3.58, -3.00, 1.40)
H (-2.53, -0.58, 1.37)
H (-4.03, -0.83, 2.00)
H (-5.62, -2.22, 0.19)
H (-4.76, -3.47, -0.69)
Br (2.20, 1.91, 1.87)
C (1.51, 0.58, 3.01)
C (2.00, 0.47, 4.30)
C (1.48, -0.53, 5.11)
C (0.52, -1.39, 4.60)
C (0.09, -1.20, 3.30)
N (0.56, -0.22, 2.51)
H (2.77, 1.14, 4.66)
H (1.84, -0.64, 6.13)
H (0.10, -2.19, 5.19)
H (-0.64, -1.87, 2.86)
C (4.69, -2.33, -1.45)
N (4.18, -0.95, -1.49)
C (2.96, -0.55, -1.14)
Se (1.62, -1.68, -0.46)
N (2.88, 0.77, -1.35)
C (4.10, 1.26, -1.84)
C (4.53, 2.53, -2.18)
C (5.84, 2.64, -2.62)
C (6.67, 1.52, -2.73)
C (6.23, 0.25, -2.39)
C (4.92, 0.15, -1.94)
H (3.95, -2.99, -1.01)
H (5.60, -2.36, -0.87)
H (4.90, -2.66, -2.47)
H (2.06, 1.32, -1.14)
H (3.89, 3.40, -2.10)
H (6.23, 3.61, -2.88)
H (7.69, 1.64, -3.08)
H (6.87, -0.61, -2.49)
C (-2.81, 3.76, 0.08)
S (-2.06, 2.77, 1.39)
C (-0.91, 3.98, 2.02)
O (-1.24, 1.72, 0.63)
H (-2.30, 4.72, -0.03)
H (-3.86, 3.94, 0.34)
H (-2.74, 3.19, -0.84)
H (-1.50, 4.70, 2.59)
H (-0.39, 4.46, 1.20)
H (-0.22, 3.48, 2.68)

## Properties
Kohn-Sham gap in Eh: 0.24025
Net charge: +3
HOMO in eV: -15.73
ΔE to the lowest compared entry with this formula, charge and spin in kcal/mol: 16.3
Energy in eV: -182764.977

natural (NBO) atomic charge list, values in e, 4 entries: 0.685 -0.886 -0.060 -0.433

# 2
Molecular formula: C24H26BBrN5O3
Method: DFT, ωB97M-V/def2-TZVPD

Geometry (Å):
C (-3.06, -3.19, -1.24)
C (-1.97, -4.18, -0.83)
O (-0.82, -4.13, -1.67)
B (-0.53, -5.51, -2.11)
O (0.99, -5.76, -2.02)
C (1.68, -5.52, -3.04)
N (2.33, -5.34, -3.98)
O (-1.21, -6.36, -1.12)
C (-2.39, -5.65, -0.99)
Br (-3.44, -6.29, 0.51)
H (-3.23, -2.42, -0.48)
H (-4.01, -3.70, -1.41)
H (-2.75, -2.70, -2.17)
H (-1.65, -4.03, 0.21)
H (-0.89, -5.75, -3.25)
H (-3.01, -5.75, -1.89)
N (0.91, -0.45, -1.58)
C (1.24, -1.72, -1.32)
C (2.50, -2.08, -0.84)
C (3.45, -1.09, -0.63)
C (3.11, 0.23, -0.90)
C (1.83, 0.48, -1.37)
H (0.48, -2.48, -1.48)
H (2.71, -3.12, -0.66)
H (4.43, -1.34, -0.26)
H (3.82, 1.03, -0.74)
H (1.53, 1.50, -1.59)
N (-2.68, 3.90, -0.37)
C (-2.61, 4.88, -1.26)
C (-1.85, 4.82, -2.42)
C (-1.12, 3.67, -2.67)
C (-1.18, 2.64, -1.75)
C (-1.97, 2.79, -0.62)
H (-3.20, 5.77, -1.04)
H (-1.84, 5.65, -3.11)
H (-0.51, 3.58, -3.56)
H (-0.63, 1.71, -1.90)
H (-2.04, 2.00, 0.12)
N (5.62, 2.31, 0.63)
C (4.93, 2.10, 1.75)
C (5.32, 2.59, 2.99)
C (6.49, 3.33, 3.07)
C (7.22, 3.55, 1.91)
C (6.74, 3.02, 0.72)
H (4.03, 1.51, 1.64)
H (4.72, 2.39, 3.86)
H (6.82, 3.73, 4.02)
H (8.14, 4.13, 1.93)
H (7.29, 3.18, -0.20)
N (-3.23, 1.18, 2.07)
C (-3.27, 0.37, 3.14)
C (-4.36, 0.27, 3.98)
C (-5.48, 1.04, 3.71)
C (-5.46, 1.88, 2.61)
C (-4.32, 1.91, 1.82)
H (-2.37, -0.22, 3.31)
H (-4.33, -0.41, 4.83)
H (-6.35, 0.99, 4.35)
H (-6.31, 2.50, 2.36)
H (-4.26, 2.55, 0.95)

## Properties
Kohn-Sham gap in Eh: 0.30011
Net charge: -1
HOMO in eV: -6.00
Energy in eV: -109625.094

natural (NBO) atomic charge list, values in e, 4 entries: -0.642 0.056 -0.741 0.838

# 3
Molecular formula: C22H24MnN7O5S2
Method: DFT, ωB97M-V/def2-TZVPD

Geometry (Å):
Mn (0.56, -0.10, -0.23)
C (-0.12, 3.21, 4.22)
C (-1.43, 2.93, 3.49)
N (-1.61, 1.53, 3.16)
C (-1.01, 0.90, 2.12)
S (-0.27, 1.84, 0.87)
N (-1.08, -0.42, 2.18)
N (-0.52, -1.04, 1.12)
C (-0.55, -2.34, 1.07)
C (-1.21, -3.21, 2.09)
C (0.09, -2.89, -0.11)
C (0.09, -4.25, -0.43)
C (0.69, -4.67, -1.60)
C (1.29, -3.73, -2.43)
C (1.27, -2.41, -2.05)
N (0.68, -1.99, -0.92)
H (-0.01, 4.28, 4.40)
H (0.72, 2.88, 3.61)
H (-0.09, 2.69, 5.18)
H (-1.49, 3.50, 2.57)
H (-2.29, 3.22, 4.11)
H (-1.92, 0.90, 3.89)
H (-1.67, -2.59, 2.85)
H (-0.48, -3.87, 2.57)
H (-1.98, -3.83, 1.63)
H (-0.39, -4.96, 0.23)
H (0.68, -5.72, -1.87)
H (1.77, -4.02, -3.36)
H (1.74, -1.63, -2.64)
O (2.06, -0.25, 1.05)
N (3.19, 0.12, 0.60)
N (3.17, 0.53, -0.61)
O (2.07, 0.55, -1.36)
C (4.39, 0.95, -1.21)
C (4.40, 1.22, -2.57)
C (5.57, 1.63, -3.18)
C (6.74, 1.77, -2.44)
C (6.71, 1.50, -1.07)
C (5.54, 1.10, -0.45)
H (3.48, 1.11, -3.13)
H (5.58, 1.83, -4.24)
H (7.65, 2.09, -2.91)
H (7.61, 1.62, -0.48)
H (5.52, 0.90, 0.61)
N (-0.71, 0.46, -1.86)
C (-2.08, 0.05, -2.16)
C (-2.85, 0.81, -3.03)
C (-4.13, 0.40, -3.37)
C (-4.64, -0.78, -2.85)
C (-3.88, -1.53, -1.97)
C (-2.60, -1.11, -1.62)
S (-6.30, -1.31, -3.31)
O (-6.39, -2.68, -2.82)
O (-6.30, -1.18, -4.76)
O (-7.17, -0.36, -2.63)
H (-0.70, 1.47, -1.76)
H (-0.15, 0.27, -2.69)
H (-2.45, 1.73, -3.44)
H (-4.74, 0.98, -4.05)
H (-4.29, -2.45, -1.58)
H (-2.00, -1.69, -0.93)

## Properties
Kohn-Sham gap (spin up / spin down) in Eh: 0.26049 / 0.25384
Net charge: -1
HOMO (spin up / spin down) in eV: -5.25 / -5.05
Spin multiplicity: 2
ΔE to the lowest compared entry with this formula, charge and spin in kcal/mol: 0.0
Energy in eV: -96863.162

natural (NBO) atomic charge list, values in e, 4 entries: 0.808 -0.621 -0.216 -0.587

# 4
Molecular formula: C31H50O3OsP2S
Method: DFT, ωB97M-V/def2-TZVPD

Geometry (Å):
Os (-0.48, -0.21, -1.10)
C (1.12, -1.01, 1.19)
C (0.56, -2.00, 0.32)
C (1.66, -0.41, -1.00)
C (1.76, -0.04, 0.40)
C (0.97, -1.70, -1.04)
C (1.01, -0.97, 2.66)
H (0.42, -1.80, 3.05)
H (0.52, -0.04, 2.98)
H (1.99, -0.99, 3.15)
C (2.47, 1.14, 0.93)
H (3.40, 0.84, 1.47)
H (1.81, 1.69, 1.63)
H (2.74, 1.83, 0.12)
C (2.41, 0.22, -2.12)
H (3.41, -0.22, -2.24)
H (2.54, 1.29, -1.94)
H (1.87, 0.09, -3.07)
C (0.94, -2.59, -2.23)
H (1.92, -3.04, -2.41)
H (0.67, -2.02, -3.13)
H (0.20, -3.39, -2.10)
C (-0.20, -3.19, 0.79)
H (0.47, -3.88, 1.34)
H (-0.65, -3.74, -0.04)
H (-1.00, -2.88, 1.48)
C (-1.43, 1.49, -0.25)
C (-1.82, 0.33, 0.49)
C (-3.16, -0.36, 0.34)
C (-3.20, -1.48, -0.73)
C (-2.13, -1.40, -1.78)
C (-1.89, -0.22, -2.57)
C (-2.73, 1.03, -2.39)
C (-2.32, 2.06, -1.31)
H (-3.95, 0.40, 0.17)
H (-4.21, -1.54, -1.18)
H (-3.42, -0.81, 1.31)
H (-3.22, 2.48, -0.84)
H (-0.76, 2.18, 0.28)
H (-1.39, 0.28, 1.50)
H (-1.80, 2.91, -1.79)
H (-2.68, 1.54, -3.37)
H (-1.54, -0.40, -3.60)
H (-3.77, 0.73, -2.19)
H (-3.10, -2.45, -0.20)
H (-1.89, -2.34, -2.27)
P (-4.99, 1.42, -4.04)
P (-2.98, 0.61, -6.06)
C (-5.69, 1.34, -5.76)
C (-4.50, 1.50, -6.72)
H (-6.43, 2.14, -5.87)
H (-6.20, 0.37, -5.88)
H (-4.72, 1.10, -7.72)
H (-4.22, 2.56, -6.84)
C (-1.98, 1.00, -7.54)
H (-1.10, 0.34, -7.55)
H (-1.65, 2.04, -7.45)
H (-2.57, 0.87, -8.46)
C (-3.52, -1.11, -6.51)
H (-4.13, -1.10, -7.43)
H (-4.09, -1.55, -5.69)
H (-2.60, -1.70, -6.66)
C (-4.96, 3.23, -3.77)
H (-4.62, 3.43, -2.74)
H (-5.97, 3.63, -3.91)
H (-4.26, 3.71, -4.47)
C (-6.38, 0.84, -3.01)
H (-6.78, -0.08, -3.45)
H (-7.16, 1.61, -2.94)
H (-5.99, 0.61, -2.00)
C (2.88, 3.71, 8.34)
C (2.06, 3.54, 7.11)
C (0.94, 4.35, 6.85)
C (0.21, 4.19, 5.68)
C (0.57, 3.20, 4.76)
C (1.67, 2.36, 5.02)
C (2.40, 2.54, 6.19)
S (-0.44, 2.98, 3.29)
O (-0.90, 1.59, 3.43)
O (-1.45, 4.02, 3.44)
O (0.49, 3.17, 2.17)
H (3.32, 4.71, 8.40)
H (2.29, 3.55, 9.25)
H (3.69, 2.97, 8.33)
H (0.64, 5.13, 7.56)
H (-0.66, 4.82, 5.48)
H (1.94, 1.58, 4.31)
H (3.25, 1.89, 6.41)

## Properties
Kohn-Sham gap (spin up / spin down) in Eh: 0.26196 / 0.18107
Net charge: +2
HOMO (spin up / spin down) in eV: -12.16 / -13.35
Spin multiplicity: 5
ΔE to the lowest compared entry with this formula, charge and spin in kcal/mol: 0.0
Energy in eV: -70961.199

Mulliken atomic charge list, values in e, 4 entries: 0.025 0.671 0.732 0.192

# 5
Molecular formula: C9H10InN2
Method: DFT, ωB97M-V/def2-TZVPD

Geometry (Å):
C (-0.91, -1.02, -1.42)
C (-0.47, 0.26, -1.86)
C (-1.39, 1.24, -1.35)
C (-2.40, 0.55, -0.62)
C (-2.10, -0.85, -0.66)
In (-0.08, 0.50, 0.91)
C (1.96, 1.41, 0.32)
C (2.21, 0.05, 0.17)
C (2.84, -1.06, -0.05)
N (0.24, -1.50, 1.69)
H (-1.37, 2.29, -1.58)
H (0.39, 0.45, -2.48)
H (-3.27, 1.00, -0.16)
H (-2.69, -1.64, -0.22)
H (-0.43, -1.96, -1.66)
H (1.72, 2.03, -0.54)
H (0.57, -2.33, 2.21)
H (2.00, 1.91, 1.31)
H (3.90, -1.15, -0.36)
H (2.34, -2.04, 0.04)
N (-1.79, 0.96, 3.66)
C (-1.28, 0.88, 2.63)

## Properties
Kohn-Sham gap (spin up / spin down) in Eh: 0.18957 / 0.18952
Net charge: -1
HOMO (spin up / spin down) in eV: -2.36 / -2.36
ΔE to the lowest compared entry with this formula, charge and spin in kcal/mol: 16.9
Energy in eV: -17642.082

Mulliken atomic charge list, values in e, 4 entries: -0.317 -0.718 -0.576 -0.763

# 6
Molecular formula: C30H43BF4N5O7S3SiTl
Method: DFT, ωB97M-V/def2-TZVPD

Geometry (Å):
Tl (1.91, 0.18, 0.14)
N (1.74, 2.75, 3.75)
C (2.15, 2.25, 2.52)
S (2.86, 0.66, 2.55)
N (2.02, 3.04, 1.52)
N (2.35, 2.53, 0.30)
C (2.41, 3.35, -0.68)
C (2.69, 2.98, -2.03)
C (2.46, 3.94, -3.03)
C (2.67, 3.66, -4.36)
C (3.14, 2.39, -4.71)
C (3.41, 1.44, -3.75)
C (3.18, 1.69, -2.37)
O (3.47, 0.80, -1.47)
H (1.54, 2.02, 4.42)
H (1.03, 3.45, 3.66)
H (2.24, 4.41, -0.47)
H (2.07, 4.91, -2.73)
H (2.46, 4.40, -5.12)
H (3.28, 2.14, -5.76)
H (3.75, 0.46, -4.03)
O (-0.73, -2.71, 2.86)
C (-0.27, -3.90, 2.44)
C (-0.86, -5.06, 2.95)
C (-0.43, -6.31, 2.56)
C (0.62, -6.43, 1.65)
C (1.22, -5.30, 1.14)
C (0.79, -4.03, 1.52)
C (1.43, -2.81, 0.96)
O (0.98, -1.67, 1.31)
N (2.45, -3.01, 0.15)
N (3.01, -1.90, -0.42)
C (4.13, -2.24, -0.99)
S (4.54, -3.95, -0.68)
C (6.28, -3.76, -1.17)
C (6.30, -2.83, -2.35)
S (5.26, -1.35, -1.96)
H (-0.22, -2.02, 2.35)
H (-1.68, -4.94, 3.65)
H (-0.91, -7.19, 2.96)
H (0.96, -7.41, 1.35)
H (2.04, -5.36, 0.44)
H (6.68, -4.75, -1.40)
H (6.82, -3.33, -0.33)
H (5.90, -3.30, -3.24)
H (7.31, -2.45, -2.56)
C (-3.55, 3.34, -1.14)
C (-2.22, 3.51, -0.40)
C (-1.05, 3.36, -1.38)
C (-2.16, 4.89, 0.27)
O (-2.13, 2.56, 0.66)
Si (-1.65, 0.97, 0.56)
O (-0.09, 0.88, 0.50)
O (-2.52, 0.36, -0.70)
C (-2.93, -0.97, -0.99)
C (-3.19, -1.03, -2.49)
C (-1.84, -1.97, -0.60)
C (-4.21, -1.27, -0.21)
O (-2.27, 0.24, 1.92)
C (-2.78, 0.73, 3.14)
C (-4.07, 1.54, 2.91)
C (-1.73, 1.59, 3.85)
C (-3.11, -0.50, 3.99)
H (-3.62, 4.04, -1.97)
H (-4.38, 3.50, -0.45)
H (-3.60, 2.32, -1.52)
H (-1.03, 4.20, -2.08)
H (-1.14, 2.43, -1.94)
H (-0.12, 3.33, -0.82)
H (-2.21, 5.68, -0.48)
H (-1.22, 4.98, 0.82)
H (-2.98, 5.00, 0.97)
H (-2.27, -0.81, -3.03)
H (-3.95, -0.29, -2.76)
H (-3.55, -2.02, -2.77)
H (-0.91, -1.72, -1.10)
H (-2.14, -2.99, -0.87)
H (-1.68, -1.92, 0.48)
H (-5.00, -0.56, -0.49)
H (-4.01, -1.17, 0.86)
H (-4.56, -2.28, -0.42)
H (-3.84, 2.38, 2.26)
H (-4.48, 1.90, 3.86)
H (-4.81, 0.91, 2.41)
H (-1.48, 2.43, 3.19)
H (-0.83, 1.00, 4.00)
H (-2.10, 1.96, 4.81)
H (-3.91, -1.07, 3.52)
H (-3.42, -0.21, 4.99)
H (-2.23, -1.15, 4.05)
F (-0.33, -1.84, -3.41)
B (0.50, -0.71, -3.41)
F (1.65, -0.97, -4.17)
F (-0.19, 0.40, -3.91)
F (0.89, -0.42, -2.05)

## Properties
Kohn-Sham gap in Eh: 0.23058
Net charge: -2
HOMO in eV: -2.45
ΔE to the lowest compared entry with this formula, charge and spin in kcal/mol: 14.2
Energy in eV: -110229.147

Mulliken atomic charge list, values in e, 4 entries: 1.592 -0.537 0.424 -0.559

# 7
Molecular formula: C5H14NO
Method: DFT, ωB97M-V/def2-TZVPD

Geometry (Å):
C (0.93, 0.17, 1.98)
C (-0.45, -0.67, 1.74)
C (-0.71, -0.74, 0.27)
C (-1.66, 0.21, -0.21)
C (-2.45, -0.08, -1.48)
N (1.78, -0.09, 0.78)
H (1.35, -0.02, 2.98)
H (0.72, 1.27, 1.86)
H (-1.34, -0.09, 2.38)
H (-0.57, -1.53, 2.38)
H (-0.67, -1.77, -0.23)
H (-1.71, 1.23, 0.32)
H (-3.54, -0.34, -1.41)
H (-2.20, -0.98, -2.04)
H (-2.36, 0.64, -2.27)
H (1.38, -0.95, 0.32)
H (2.70, -0.18, 1.14)
H (1.96, 0.79, 0.35)
H (2.43, 0.41, -3.41)
H (1.86, 1.67, -2.82)
O (2.54, 1.06, -2.62)

## Properties
Kohn-Sham gap in Eh: 0.35789
Net charge: +1
HOMO in eV: -13.17
ΔE to the lowest compared entry with this formula, charge and spin in kcal/mol: 88.6
Energy in eV: -8940.164

natural (NBO) atomic charge list, values in e, 4 entries: -0.246 -0.468 -0.398 -0.031

# 8
Molecular formula: C30H50GdP4S
Method: DFT, ωB97M-V/def2-TZVPD

Geometry (Å):
Gd (0.08, 0.31, 0.13)
P (2.76, 0.72, -0.71)
P (-0.11, 3.13, -0.35)
P (0.68, -2.40, -0.24)
H (-1.50, 1.06, -2.29)
C (-1.54, 0.14, -1.69)
C (-2.25, 0.06, -0.50)
H (-2.80, 0.92, -0.09)
C (2.94, 0.82, -2.53)
C (3.62, 2.25, -0.21)
C (4.08, -0.48, -0.31)
C (-1.85, 3.72, -0.31)
C (0.67, 4.35, 0.78)
C (0.44, 3.78, -1.97)
C (-0.85, -3.41, -0.19)
C (1.76, -3.37, 0.88)
C (1.43, -2.85, -1.86)
H (-1.29, -0.76, -2.28)
H (-2.54, -0.91, -0.06)
H (4.00, 0.98, -2.78)
H (2.34, 1.65, -2.93)
H (2.60, -0.12, -2.99)
H (4.65, 2.22, -0.60)
H (3.65, 2.32, 0.88)
H (3.12, 3.14, -0.61)
H (5.01, -0.14, -0.79)
H (3.84, -1.49, -0.69)
H (4.23, -0.54, 0.77)
H (-1.89, 4.77, -0.62)
H (-2.25, 3.62, 0.71)
H (-2.46, 3.12, -0.99)
H (0.63, 5.35, 0.33)
H (1.72, 4.07, 0.96)
H (0.14, 4.36, 1.74)
H (0.07, 4.81, -2.07)
H (0.03, 3.16, -2.77)
H (1.54, 3.78, -2.04)
H (-0.63, -4.47, -0.39)
H (-1.57, -3.06, -0.94)
H (-1.30, -3.32, 0.81)
H (1.77, -4.41, 0.55)
H (1.37, -3.30, 1.90)
H (2.78, -2.96, 0.86)
H (1.51, -3.94, -1.94)
H (2.43, -2.41, -1.95)
H (0.81, -2.47, -2.68)
C (-2.38, -4.68, -4.71)
C (-2.02, -4.86, -6.05)
C (-3.00, -4.89, -7.04)
C (-4.35, -4.74, -6.70)
C (-4.72, -4.56, -5.36)
C (-3.74, -4.53, -4.36)
S (-1.17, -4.65, -3.45)
H (-0.10, -4.26, -4.20)
H (-0.96, -4.98, -6.29)
H (-2.71, -5.04, -8.08)
H (-5.12, -4.76, -7.48)
H (-5.77, -4.45, -5.08)
H (-3.99, -4.39, -3.31)
C (-0.73, -0.98, 4.25)
P (-0.23, 0.21, 2.96)
C (-1.49, 1.53, 3.20)
C (-1.18, 2.85, 3.58)
C (-2.19, 3.81, 3.64)
C (-3.51, 3.49, 3.32)
C (-3.82, 2.16, 2.98)
C (-2.83, 1.19, 2.94)
C (1.36, 0.83, 3.69)
C (2.56, 0.36, 3.10)
C (3.78, 0.87, 3.54)
C (3.84, 1.73, 4.64)
C (2.67, 2.05, 5.33)
C (1.43, 1.59, 4.87)
H (-1.70, -1.43, 3.97)
H (-0.84, -0.48, 5.22)
H (0.01, -1.78, 4.34)
H (-0.15, 3.11, 3.85)
H (-1.93, 4.83, 3.96)
H (-4.29, 4.24, 3.36)
H (-4.85, 1.88, 2.75)
H (-3.08, 0.15, 2.69)
H (2.54, -0.41, 2.32)
H (4.70, 0.56, 3.03)
H (4.81, 2.12, 4.97)
H (2.72, 2.67, 6.23)
H (0.52, 1.84, 5.44)

## Properties
Kohn-Sham gap (spin up / spin down) in Eh: 0.09449 / 0.12599
Net charge: +3
HOMO (spin up / spin down) in eV: -13.92 / -13.92
Spin multiplicity: 8
Energy in eV: -100720.648

Mulliken atomic charge list, values in e, 4 entries: -0.181 0.927 0.834 1.210